# 1
The ion C3H9NS2 with charge +1 in a non-equilibrium geometry. Source: OMol25; level of theory: wB97M-V/def2-TZVPD.

The value obtained for the LUMO energy (alpha / beta) is -4.48 / -8.70 eV. Its charge is +1. Its expectation value of S² is 0.7555. The calculation puts the energy relative to the best compared isomer or geometry (same formula, charge and spin) at 56.6 kcal per mole. The HOMO-LUMO gap (alpha / beta) comes out at 8.346 / 4.114 eV. The multiplicity is 2.

XYZ file:
```
15
C3H9NS2 | OMol25 | wB97M-V/def2-TZVPD
S -0.99847 1.06808 0.94379
S -0.50480 0.49587 -0.99131
N 2.98176 -1.65049 -0.41360
C -2.62225 0.23359 1.37178
C 0.60015 -0.88900 -0.80540
C 1.98548 -0.65908 -0.18103
H 3.75935 -1.54747 0.13832
H 2.59554 0.41506 -0.67654
H -3.28389 0.37089 0.48800
H 0.48954 -1.23440 -1.88397
H -3.13743 0.95254 2.13073
H 0.23200 -1.84487 -0.16415
H -2.39329 -0.69433 1.70778
H 1.84699 -0.37559 0.90859
H 3.29092 -1.62463 -1.30533
```

Here are the Löwdin charges for atoms 1 to 8, given in e: number 1, S, carries 0.6398; number 2, S, carries 0.7427; number 3, N, carries 0.0193; number 4, C, carries -0.3120; number 5, C, carries -0.5447; number 6, C, carries -0.3683; number 7, H, carries 0.0583; number 8, H, carries 0.1835



# 2
A cluster of 3 separate species, C4H15NO2S in total in a non-equilibrium geometry. Source: OMol25; level of theory: wB97M-V/def2-TZVPD.

The value obtained for the LUMO energy is 0.50 eV. Its structure (SMILES) is CN[C@H](C)CS.O.O. The calculation puts the energy relative to the best compared isomer or geometry (same formula, charge and spin) at 25.1 kcal per mole. The HOMO-LUMO gap comes out at 9.287 eV.

XYZ file:
```
23
C4H15NO2S | OMol25 | wB97M-V/def2-TZVPD
S 1.86017 2.89411 1.55314
O -3.43436 -1.20068 1.00362
O -3.10370 -3.81668 -2.81197
N 1.07752 -0.35043 0.38576
C 2.47181 1.11638 -0.94668
C 1.10879 0.95091 -0.31865
C 0.58775 2.17784 0.42545
C -0.16083 -0.61688 1.08590
H -0.32310 0.11800 1.89112
H -0.28291 1.97841 1.02979
H -2.13718 -3.90716 -2.83599
H 2.36443 3.87110 0.78664
H 0.45502 0.73273 -1.17907
H 1.82441 -0.26156 1.07915
H 3.28322 0.80768 -0.28475
H -0.32044 -1.59898 1.52923
H -3.59555 -2.14069 0.84898
H 2.66884 0.37379 -1.73009
H 2.70170 2.08717 -1.37739
H -3.14978 -1.13353 1.92139
H 0.34702 2.92040 -0.32996
H -3.22080 -4.51031 -2.16257
H -1.02203 -0.49163 0.43695
```

Here are the Löwdin charges for atoms 1 to 8, given in e: number 1, S, carries 0.6902; number 2, O, carries -0.0593; number 3, O, carries -0.0616; number 4, N, carries -0.0896; number 5, C, carries -0.1091; number 6, C, carries -0.5059; number 7, C, carries -0.4867; number 8, C, carries -0.1559



# 3
A cluster of 7 separate species, C20H34N2O19 in total in a non-equilibrium geometry. Source: OMol25; level of theory: wB97M-V/def2-TZVPD.

The value obtained for the LUMO energy is -1.07 eV. The HOMO-LUMO gap comes out at 7.952 eV.

XYZ file:
```
75
C20H34N2O19 | OMol25 | wB97M-V/def2-TZVPD
O 0.61325 -0.20204 3.13565
O 1.80329 -1.44737 -2.01306
O 3.61662 3.46569 0.44411
O -1.37475 -1.91467 -1.43207
O 0.11075 0.31671 5.15879
O -0.45122 1.63542 3.51787
O -1.08154 -3.18453 0.40179
O -5.46881 2.12175 0.31040
O 0.00023 0.76207 -1.46264
O 5.77910 3.18507 0.61212
O -0.80801 2.70774 -1.09869
O -2.41390 6.64474 1.57287
O -1.61739 6.17248 3.55170
O -5.35203 2.70201 2.41311
O -3.19356 -2.73189 -0.45275
O -3.84829 1.33967 1.48505
O 4.54402 1.93163 -0.63904
O 0.52749 2.44762 -2.85774
O -2.94046 7.97255 3.36489
N -0.16319 1.95266 -1.87518
N 2.81946 -4.83227 -1.17641
C -1.20399 5.08611 2.70059
C 4.02987 -5.53215 -0.86345
C 1.64533 -2.58161 -1.21383
C -2.43493 -1.61703 -2.22189
C -4.61886 1.34407 -0.65235
C -2.32134 6.99149 2.89263
C 2.88346 -3.43395 -1.23600
C -1.68114 5.44782 1.26824
C -1.89643 -2.64863 -0.41218
C 0.05602 0.52504 4.05740
C -4.86017 2.15997 1.42933
C -3.68770 -2.13874 -1.63187
C 2.23571 -5.35799 -2.39934
C -0.05838 1.72924 2.19115
C 1.75943 -5.26280 -0.19363
C 4.68001 3.00224 0.17680
C -3.66325 0.71876 0.22311
C 3.25031 1.76502 -1.06969
C 0.35993 0.22309 1.81422
C 2.49775 2.77069 -0.16196
H -3.72536 -0.44709 0.31523
H 1.84560 2.20711 0.68896
H 3.19335 0.78330 -0.81721
H 1.18832 0.15157 1.07416
H 1.46386 -2.20698 -0.07813
H -0.91205 1.88847 1.61104
H -4.60550 -1.56938 -1.58091
H 1.03434 -0.96239 -1.85755
H 1.96719 -5.07934 0.88643
H -2.28068 -2.04144 -3.30184
H 2.12819 -6.49192 -2.53039
H 1.87797 3.29660 -0.72217
H -2.54215 0.85559 -0.12903
H 1.73301 -6.18231 -0.11772
H 0.78467 -3.11867 -1.40147
H -0.78929 5.77056 0.59185
H 0.76856 -4.88945 -0.39830
H -0.42259 -0.46400 1.41624
H -4.04045 2.08060 -1.22554
H -2.16296 4.56816 0.73279
H 3.50348 -3.14317 -2.00929
H -4.99759 0.82061 -1.29375
H 4.84188 -5.35506 -1.62871
H 1.39736 -4.86281 -2.80141
H 0.73338 2.48063 2.29699
H 3.03633 1.97985 -2.12012
H 2.97029 -5.09410 -3.28709
H -1.61709 4.18141 3.09615
H -2.49780 -0.44873 -2.31461
H 3.57727 -3.12057 -0.67410
H 4.19947 -6.55124 -0.58134
H 4.46720 -5.12149 0.04727
H -3.93062 -2.88701 -2.30862
H -0.26027 4.73701 2.76416
```

Here are the Löwdin charges for atoms 1 to 8, given in e: number 1, O, carries 0.0743; number 2, O, carries 0.0033; number 3, O, carries 0.1758; number 4, O, carries 0.0495; number 5, O, carries 0.2447; number 6, O, carries 0.0656; number 7, O, carries 0.0690; number 8, O, carries 0.1415



# 4
A cluster of 2 separate species, CH7NOS2 in total. Source: OMol25; level of theory: wB97M-V/def2-TZVPD.

The value obtained for the LUMO energy is 0.31 eV. Its structure (SMILES) is NCO.SS. The calculation puts the energy relative to the best compared isomer or geometry (same formula, charge and spin) at 3.4 kcal per mole. The HOMO-LUMO gap comes out at 9.795 eV.

XYZ file:
```
12
CH7NOS2 | OMol25 | wB97M-V/def2-TZVPD
S -2.56081 0.58434 -0.69016
S -2.40838 0.02043 1.25789
O 3.34271 -0.33563 0.79997
N 3.67600 -0.62913 -1.51407
C 2.75039 -0.31803 -0.48297
H -2.53677 1.20219 1.88162
H 2.33746 0.66343 -0.73144
H -1.37504 1.18657 -0.88926
H 1.89021 -0.98223 -0.54450
H 2.64422 -0.46199 1.45637
H 4.06854 -1.55655 -1.49107
H 4.42106 0.05738 -1.56994
```

Here are the Löwdin charges for atoms 1 to 8, given in e: number 1, S, carries 0.2100; number 2, S, carries 0.2015; number 3, O, carries -0.0641; number 4, N, carries 0.0175; number 5, C, carries -0.3905; number 6, H, carries -0.2047; number 7, H, carries 0.1068; number 8, H, carries -0.2092



# 5
A structure of composition C27H44BrN3OP2Pt in a non-equilibrium geometry. Source: OMol25; level of theory: wB97M-V/def2-TZVPD.

The value obtained for the LUMO energy (alpha / beta) is -12.99 / -14.77 eV. Its charge is +4. Its expectation value of S² is 6.0452. The calculation puts the energy relative to the best compared isomer or geometry (same formula, charge and spin) at 30.7 kcal per mole. The HOMO-LUMO gap (alpha / beta) comes out at 4.061 / 2.278 eV. The multiplicity is 5.

XYZ file:
```
79
C27H44BrN3OP2Pt | OMol25 | wB97M-V/def2-TZVPD
Pt -1.80411 0.78255 -3.05464
Br -1.74551 -0.64706 2.56713
P 1.89081 -1.01820 0.69573
P -2.38158 -3.00028 -1.50114
O 1.40766 0.68126 4.00452
N -0.49235 0.61772 5.34008
N -1.13029 6.75974 -5.34374
N 1.18556 2.05777 5.83538
C -0.41423 1.53974 1.34052
C -1.08984 4.37017 -5.14167
C -2.64456 1.91050 -0.29407
C -0.77659 4.49020 -3.75259
C -2.82880 1.37033 0.98934
C -4.62894 -3.67071 0.01539
C -1.19604 2.38262 -2.30333
C -0.77223 6.89829 -4.06181
C -1.26383 5.54233 -5.87581
C 1.84297 -2.54108 1.73624
C 3.38150 -0.57527 -1.68426
C -1.35509 2.12928 -0.80842
C -3.25683 -3.02648 0.14707
C 2.74457 -3.72066 1.39859
C 4.69719 -0.92205 1.49788
C 2.58300 -1.61571 -0.90425
C 0.75221 1.09667 4.96955
C -2.77392 -1.14649 -3.38111
C -0.22828 2.01504 0.02945
C -1.67260 1.01774 1.73847
C 2.46468 2.69276 5.73356
C -2.39155 -1.17119 -1.89408
C -0.55484 5.80374 -3.23710
C -0.23337 -4.74506 -1.16102
C 3.36982 -0.17091 1.42952
C -0.75516 3.47422 -2.82542
C -0.69502 -3.32395 -0.83829
H -3.83130 -1.43927 -3.41084
H -5.31100 -3.04921 -0.57200
H 3.46809 0.75376 0.83854
H 3.16054 2.32027 6.49094
H 0.85977 -4.78985 -1.22688
H 2.35311 3.76916 5.87653
H -3.84423 1.12855 1.29607
H -0.04890 -2.56167 -1.28317
H 2.86974 2.50183 4.74153
H -0.65527 7.90968 -3.66987
H 5.47590 -0.18393 1.73133
H -2.18128 -1.86403 -3.95238
H 3.26957 -0.80118 -2.75161
H -3.18328 -0.79970 -1.24846
H 3.19168 -2.50751 -0.68282
H -5.06705 -3.80094 1.01018
H -1.52742 5.49210 -6.93518
H 3.03922 0.45645 -1.50759
H 3.04376 0.12021 2.44145
H -4.54755 -4.66055 -0.44749
H -2.63696 -3.61947 0.83360
H 2.63930 -4.46405 2.19724
H -0.54887 -5.45158 -0.38398
H -0.65521 -5.09359 -2.11281
H -3.48929 2.08761 -0.97831
H -0.28859 5.94125 -2.19578
H 4.98679 -1.41222 0.55595
H -3.31098 -2.00705 0.55401
H -1.06697 1.29364 5.82780
H 3.80468 -3.45642 1.34627
H 0.43337 1.44307 2.01044
H 4.70167 -1.66552 2.30642
H -0.71286 -3.15772 0.24816
H 1.70053 -1.94054 -1.48653
H 2.06761 -2.16138 2.74521
H -1.39826 -0.72682 -1.62700
H -1.22465 3.39486 -5.59728
H 0.75328 2.17845 -0.39363
H 0.79294 -2.86665 1.75598
H 4.45100 -0.63923 -1.44901
H -2.84446 -0.13608 -3.99163
H 0.57655 2.27931 6.59565
H -0.95923 0.07211 4.62547
H 2.46011 -4.22370 0.46979
```

Here are the Löwdin charges for atoms 1 to 8, given in e: number 1, Pt, carries 0.9833; number 2, Br, carries 0.9557; number 3, P, carries 1.1731; number 4, P, carries 1.2934; number 5, O, carries -0.0407; number 6, N, carries 0.1411; number 7, N, carries 0.3384; number 8, N, carries 0.0155



# 6
A cluster of 2 separate species, C6H14N2O2 in total in a non-equilibrium geometry. Source: OMol25; level of theory: wB97M-V/def2-TZVPD.

The value obtained for the LUMO energy is 0.66 eV. Its structure (SMILES) is CNC(C)=O.CNC(C)=O. The calculation puts the energy relative to the best compared isomer or geometry (same formula, charge and spin) at 65.6 kcal per mole. The HOMO-LUMO gap comes out at 9.735 eV.

XYZ file:
```
24
C6H14N2O2 | OMol25 | wB97M-V/def2-TZVPD
O 0.59853 -0.05111 1.00487
O -3.07556 2.19125 -1.86794
N -1.56765 0.54766 -1.20144
N 1.51526 -1.95995 1.65169
C -1.71283 -0.54510 -2.22188
C -2.01849 1.87699 -1.35334
C 2.82492 0.30393 1.56909
C 0.35204 -2.71014 1.11960
C 1.60320 -0.56860 1.37974
C -1.25689 2.87993 -0.66303
H 3.75672 -0.23450 1.47641
H -0.04000 2.80023 -0.37948
H -1.83625 3.05549 0.32491
H -0.42722 -2.52637 1.66048
H -1.40709 -1.40146 -1.74054
H -1.21419 3.84546 -1.18307
H 2.85193 1.14230 0.92479
H 0.56411 -3.76925 1.13151
H 2.74654 0.95997 2.42871
H -0.95416 -0.50020 -3.07976
H 2.19136 -2.57856 2.10214
H -0.80139 0.27654 -0.64670
H 0.05482 -2.42936 0.00910
H -2.74769 -0.60518 -2.44585
```

Here are the Löwdin charges for atoms 1 to 8, given in e: number 1, O, carries 0.0455; number 2, O, carries 0.0512; number 3, N, carries 0.0219; number 4, N, carries 0.0094; number 5, C, carries -0.0553; number 6, C, carries -0.5826; number 7, C, carries 0.0041; number 8, C, carries -0.0665



no.,molecular weight (g mol⁻¹),DFT total energy (a.u.)
1,123.2,-970.4399
2,141.2,-764.7823
3,606.5,-2321.0546
4,113.2,-968.6433
5,763.6,-4668.8746
6,146.2,-496.9530